C5H8O2 | ωB97M-V/def2-TZVPD

Its total charge is 0. The value obtained for the HOMO-LUMO gap is 9.738 eV. As for the LUMO energy: 0.577 eV. The calculation puts the maximum force at 0.61 eV/Å. The energy is -345.675698 a.u. The highest occupied orbital energy is -9.2 eV. As for the energy above the lowest of the compared OMol25 structures with the same formula, charge and spin: 81.1 kcal/mol.

Atoms and positions in Å:
1 C -1.296 1.350 -0.343
2 C -0.040 0.716 -0.809
3 C 1.240 0.800 -1.046
4 C 0.606 -0.485 -1.409
5 O 0.842 -1.673 -0.687
6 H -1.110 2.324 0.120
7 H -1.973 1.495 -1.193
8 H -1.826 0.716 0.378
9 H 2.153 1.378 -1.000
10 H 0.417 -0.763 -2.447
11 H 1.320 -1.429 0.122
12 C -0.098 -1.115 2.081
13 O 1.043 -0.719 2.000
14 H -0.520 -1.797 1.323
15 H -0.758 -0.799 2.909

Force components x, y, z for each atom (eV/Å):
-0.023 0.017 0.029
0.253 0.040 -0.060
-0.219 0.051 0.072
-0.114 0.073 -0.388
0.142 0.034 0.196
-0.001 -0.151 -0.062
0.082 -0.042 0.118
0.115 0.058 -0.110
-0.127 -0.074 -0.019
0.051 0.060 0.126
-0.082 -0.050 -0.115
0.365 0.146 0.052
-0.557 -0.223 0.119
0.018 0.075 0.064
0.096 -0.016 -0.022